1.
# C5H12ClN2

The ion C5H12ClN2 with charge +1 at a distorted geometry (ωB97M-V/def2-TZVPD, the Open Molecules 2025 dataset).

Results
**HOMO (alpha / beta)**: -9.7223 / -14.3864 eV
**LUMO (alpha / beta)**: -3.2880 / -6.3488 eV
**Charge**: +1
**Strongest force on any atom**: 6.98 eV/Å
**Relative energy (zero: lowest compared OMol25 entry of this formula, charge and spin)**: 0.000 eV
**E_tot**: -20869.9135 eV
**2S+1**: 3
**HOMO-LUMO gap (alpha / beta)**: 6.43 / 8.04 eV

Cartesian coordinates (Å):
C 1.140 -0.024 -1.496
C 0.827 1.405 -1.131
C -0.397 -0.160 0.344
C -1.836 -0.164 0.650
C 0.333 -1.121 1.423
N -0.187 -0.680 -1.024
N 0.158 1.286 0.255
Cl -0.087 -2.428 -1.259
H 1.177 -0.189 -2.539
H 1.935 -0.449 -0.973
H 1.655 2.143 -1.027
H 0.177 1.913 -1.940
H -2.422 0.063 -0.325
H -2.238 0.450 1.543
H -2.112 -1.174 0.927
H 1.359 -1.175 1.123
H 0.021 -2.201 1.513
H 0.262 -0.760 2.393
H 0.862 1.403 0.981
H -0.625 1.862 0.560

What are the natural (NBO) partial charges on each atom? They are as follows, in elementary charge units: -0.276, -0.244, 0.237, -0.688, -0.640, -0.294, -0.542, 0.054, 0.265, 0.226, 0.249, 0.262, 0.249, 0.253, 0.271, 0.215, 0.282, 0.229, 0.437, 0.455



2.
# C33H11F15GeN3PdS

A structure of composition C33H11F15GeN3PdS (ωB97M-V/def2-TZVPD, the Open Molecules 2025 dataset).

Results
**HOMO**: -4.1899 eV
**LUMO**: 2.4648 eV
**Charge**: -1
**Strongest force on any atom**: 0.29 eV/Å
**Relative energy (zero: lowest compared OMol25 entry of this formula, charge and spin)**: 0.218 eV
**E_tot**: -150464.1549 eV
**HOMO-LUMO gap**: 6.65 eV

Cartesian coordinates (Å):
Pd -1.601 0.629 -0.428
C -1.666 3.461 4.191
C -1.510 2.292 4.919
C -1.577 1.079 4.257
C -1.785 1.071 2.879
N -1.945 2.195 2.180
C -1.890 3.353 2.826
C -1.804 -0.209 2.112
C -0.978 -1.256 2.473
C -1.002 -2.416 1.699
C -1.829 -2.473 0.605
C -2.675 -1.382 0.311
N -2.707 -0.289 1.108
C -3.724 -1.469 -0.758
C -3.828 -2.586 -1.588
C -4.788 -2.601 -2.583
C -5.635 -1.515 -2.719
C -5.475 -0.462 -1.829
N -4.555 -0.432 -0.878
H -1.605 4.433 4.661
H -1.335 2.325 5.987
H -1.474 0.147 4.797
H -2.015 4.241 2.216
H -0.286 -1.153 3.298
H -0.344 -3.244 1.931
H -1.824 -3.353 -0.021
H -3.159 -3.427 -1.487
H -4.866 -3.453 -3.247
H -6.395 -1.477 -3.489
H -6.121 0.409 -1.890
F 1.748 -0.719 1.590
C 1.617 0.617 1.649
C 1.415 1.368 0.505
C 1.312 2.737 0.698
F 1.155 3.554 -0.348
C 1.386 3.331 1.945
F 1.280 4.659 2.083
C 1.574 2.543 3.064
F 1.660 3.097 4.277
C 1.688 1.175 2.914
F 1.870 0.401 3.996
Ge 1.066 0.647 -1.327
S -0.580 1.493 -2.377
C 1.351 -1.330 -1.289
C 2.547 -1.843 -0.817
F 3.520 -1.010 -0.405
C 2.815 -3.196 -0.726
F 3.982 -3.643 -0.244
C 1.851 -4.097 -1.140
F 2.078 -5.412 -1.057
C 0.657 -3.627 -1.648
F -0.278 -4.501 -2.054
C 0.427 -2.262 -1.730
F -0.736 -1.900 -2.268
C 2.761 1.096 -2.359
C 3.812 1.894 -1.950
F 3.830 2.440 -0.721
C 4.908 2.170 -2.750
F 5.906 2.950 -2.310
C 4.978 1.627 -4.018
F 6.032 1.878 -4.802
C 3.953 0.816 -4.467
F 4.022 0.278 -5.692
C 2.875 0.570 -3.635
F 1.918 -0.240 -4.116

What are the natural (NBO) partial charges on each atom? They are as follows, in elementary charge units: 0.191, -0.270, -0.171, -0.248, 0.184, -0.396, 0.043, 0.149, -0.282, -0.178, -0.277, 0.213, -0.465, 0.159, -0.240, -0.170, -0.277, 0.048, -0.395, 0.216, 0.212, 0.219, 0.196, 0.221, 0.211, 0.211, 0.214, 0.208, 0.209, 0.184, -0.324, 0.401, -0.532, 0.417, -0.300, 0.238, -0.299, 0.286, -0.297, 0.235, -0.305, 1.270, -0.724, -0.541, 0.409, -0.317, 0.232, -0.298, 0.283, -0.295, 0.229, -0.304, 0.427, -0.297, -0.527, 0.400, -0.322, 0.235, -0.300, 0.276, -0.297, 0.236, -0.299, 0.396, -0.310



3.
# C12H17N

A cluster of 2 separate species, C12H17N in total at a distorted geometry (ωB97M-V/def2-TZVPD, the Open Molecules 2025 dataset).

Results
**HOMO**: -7.6769 eV
**LUMO**: 0.9380 eV
**Strongest force on any atom**: 4.46 eV/Å
**Relative energy (zero: lowest compared OMol25 entry of this formula, charge and spin)**: 1.965 eV
**E_tot**: -14208.3728 eV
**HOMO-LUMO gap**: 8.61 eV

Cartesian coordinates (Å):
C -1.310 -2.387 0.288
C -0.910 0.081 0.698
C -1.784 -1.049 0.702
C -1.644 1.178 1.183
C -3.002 -0.574 1.076
C 0.473 0.252 0.414
C 1.009 1.503 0.763
C 0.174 2.553 1.170
C -1.178 2.409 1.416
N -2.982 0.767 1.403
H 1.074 -0.633 0.225
H 2.066 1.536 0.866
H 0.676 3.440 1.278
H -1.335 -2.527 -0.757
H -1.888 -3.162 0.623
H -3.943 -1.187 1.117
H -3.766 1.298 1.734
H -1.765 3.398 1.715
H -0.349 -2.541 0.517
C 2.879 -1.074 -1.829
C 4.116 -1.830 -2.413
C 2.145 -0.415 -2.941
H 2.192 -1.790 -1.317
H 3.229 -0.343 -1.098
H 4.878 -1.238 -2.846
H 3.653 -2.210 -3.323
H 2.587 0.402 -3.449
H 1.810 -1.102 -3.633
H 4.752 -2.611 -1.940
H 1.193 0.007 -2.712

What are the natural (NBO) partial charges on each atom? They are as follows, in elementary charge units: -0.617, -0.082, -0.099, 0.122, -0.013, -0.199, -0.231, -0.228, -0.218, -0.544, 0.212, 0.210, 0.203, 0.211, 0.215, 0.207, 0.416, 0.222, 0.210, -0.393, -0.627, -0.620, 0.197, 0.199, 0.204, 0.198, 0.208, 0.199, 0.216, 0.219